#A
{
  "formula": "C18H20BrClLiN3O3S",
  "method": "ωB97M-V with the def2-TZVPD basis set",
  "homo_ev": -8.97,
  "multiplicity": 1,
  "total_charge": 0,
  "orbital_gap_ev": 9.0,
  "symbols": ["Li", "Cl", "C", "C", "O", "O", "H", "H", "Br", "C", "C", "C", "C", "N", "C", "H", "H", "H", "H", "C", "C", "C", "N", "C", "S", "N", "C", "O", "C", "C", "C", "C", "C", "C", "H", "H", "H", "H", "H", "H", "H", "H", "H", "H", "H", "H", "H", "H"],
  "positions_angstrom": [[-1.40181, 0.57298, -2.11147], [-2.20090, -3.67403, -0.07624], [-1.41683, -3.28176, -1.63903], [-1.23182, -1.77685, -1.82450], [-0.09872, -1.37008, -2.15749], [-2.23984, -1.03304, -1.65982], [-2.07005, -3.66628, -2.41867], [-0.45799, -3.78720, -1.66485], [-6.85921, 0.89859, -3.39578], [-5.21413, 1.81722, -3.32360], [-5.13709, 3.15333, -3.67213], [-3.90255, 3.77788, -3.59641], [-2.80755, 3.04165, -3.17942], [-2.88898, 1.75313, -2.84805], [-4.07386, 1.14495, -2.91495], [-6.02003, 3.68941, -3.99201], [-3.79181, 4.82111, -3.85599], [-1.82651, 3.49480, -3.10358], [-4.09623, 0.10119, -2.62559], [-0.61275, -1.05097, 3.19085], [0.69376, -1.50242, 2.54648], [0.67238, -1.38144, 1.02944], [0.46580, 0.00004, 0.59059], [1.04130, 0.65153, -0.40777], [0.31086, 2.00772, -1.10674], [2.25397, 0.22025, -0.89837], [3.37153, -0.32723, -0.26736], [4.18126, -0.94114, -0.92050], [3.55799, -0.07473, 1.19220], [4.24024, -1.03552, 1.93075], [4.47733, -0.83083, 3.27977], [4.05319, 0.34448, 3.88682], [3.39866, 1.31698, 3.14334], [3.14634, 1.10839, 1.79573], [-0.60578, -1.24768, 4.26268], [-1.46694, -1.57602, 2.75750], [-0.77456, 0.02258, 3.06799], [0.87282, -2.55419, 2.78215], [1.53200, -0.93621, 2.95445], [-0.15458, -1.97165, 0.63018], [1.58306, -1.76596, 0.58008], [-0.40420, 0.42422, 0.87908], [2.35369, 0.31994, -1.89867], [4.57881, -1.93493, 1.43311], [4.99633, -1.58406, 3.85762], [4.24181, 0.50678, 4.94016], [3.08664, 2.24108, 3.61169], [2.64494, 1.87399, 1.21632]]
}


#B
{
  "formula": "C18H20BrClLiN3O3S",
  "method": "ωB97M-V with the def2-TZVPD basis set",
  "homo_ev": -8.91,
  "multiplicity": 1,
  "total_charge": 0,
  "orbital_gap_ev": 8.8,
  "symbols": ["Li", "Cl", "C", "C", "O", "O", "H", "H", "Br", "C", "C", "C", "C", "N", "C", "H", "H", "H", "H", "C", "C", "C", "N", "C", "S", "N", "C", "O", "C", "C", "C", "C", "C", "C", "H", "H", "H", "H", "H", "H", "H", "H", "H", "H", "H", "H", "H", "H"],
  "positions_angstrom": [[3.01479, 0.07155, 0.27099], [0.73469, 0.38205, 3.53579], [2.41959, 0.87455, 3.67489], [2.98989, 0.67165, 2.26979], [2.74449, 1.53135, 1.40469], [3.61049, -0.37845, 2.03489], [2.90629, 0.21495, 4.39269], [2.43849, 1.91655, 3.98899], [8.17879, 2.56645, -1.50161], [7.20479, 1.03165, -0.95801], [7.86819, -0.06515, -0.43121], [7.10579, -1.16755, -0.08281], [5.73079, -1.11365, -0.26121], [5.10429, -0.05895, -0.76361], [5.82539, 0.99285, -1.11091], [8.94119, -0.05575, -0.31101], [7.57429, -2.05215, 0.31809], [5.09989, -1.94025, 0.01839], [5.29059, 1.83425, -1.52891], [-3.33041, 2.70895, 0.89579], [-3.73191, 1.71625, -0.19021], [-2.58081, 1.41235, -1.15011], [-1.51151, 0.67195, -0.50981], [-0.81171, -0.34485, -1.02371], [0.66249, -0.81125, -0.42261], [-1.31391, -1.03805, -2.10711], [-2.56171, -1.58595, -2.37251], [-2.77641, -2.02955, -3.47771], [-3.55841, -1.66305, -1.27601], [-4.90971, -1.62365, -1.62161], [-5.88351, -1.78945, -0.65511], [-5.51621, -2.00745, 0.66389], [-4.17651, -2.06795, 1.01199], [-3.19711, -1.90525, 0.04709], [-4.20651, 3.01465, 1.46139], [-2.88911, 3.60225, 0.45759], [-2.61521, 2.26775, 1.58679], [-4.55441, 2.12795, -0.77941], [-4.08111, 0.78805, 0.26479], [-2.16711, 2.36095, -1.51901], [-2.94811, 0.84295, -2.00501], [-1.09551, 1.11595, 0.29939], [-0.59421, -1.38315, -2.73311], [-5.18211, -1.47125, -2.65521], [-6.92861, -1.76465, -0.92961], [-6.27551, -2.14805, 1.41819], [-3.88931, -2.25545, 2.03609], [-2.15841, -1.99675, 0.32509]]
}


Most stable of them? #A.


#A
{
  "formula": "C5H6N2O3",
  "method": "ωB97M-V with the def2-TZVPD basis set",
  "homo_ev": -9.96,
  "multiplicity": 1,
  "smiles": "O=C[C@H](CO)/N=C\\C#[N+][O-]",
  "total_charge": 0,
  "orbital_gap_ev": 9.4,
  "symbols": ["C", "C", "C", "C", "C", "N", "N", "O", "O", "O", "H", "H", "H", "H", "H", "H"],
  "positions_angstrom": [[-0.25063, 0.90011, -2.00511], [0.35814, -1.41465, -0.54879], [-1.08805, -0.15943, -2.48045], [0.69674, -0.04221, 0.01450], [-0.42472, 0.21893, 1.11065], [0.57484, 0.98057, -1.03792], [-1.82011, -1.01632, -2.79946], [-0.14136, -2.24354, 0.17972], [-2.36169, -2.01137, -3.13187], [-0.26910, -0.45958, 2.29309], [-0.37560, 1.81356, -2.74135], [0.71862, -1.49027, -1.62894], [-0.37649, 1.29469, 1.13168], [1.67114, 0.14042, 0.29550], [-1.39589, 0.06299, 0.63816], [0.02877, -1.28984, 1.89782]]
}


#B
{
  "formula": "C5H6N2O3",
  "method": "ωB97M-V with the def2-TZVPD basis set",
  "homo_ev": -9.14,
  "multiplicity": 1,
  "total_charge": 0,
  "orbital_gap_ev": 9.5,
  "symbols": ["O", "C", "N", "C", "C", "C", "C", "N", "O", "H", "H", "H", "H", "O", "H", "H"],
  "positions_angstrom": [[-1.73043, -2.90659, -2.09217], [-1.30498, -1.88442, -1.59105], [-1.60320, -0.58826, -1.85133], [-0.81277, 0.24958, -1.06789], [-0.00041, -0.55245, -0.36294], [1.14089, -0.36588, 0.57386], [1.37090, 1.02415, 1.02678], [1.74599, 2.15454, 0.74589], [-0.33482, -1.86447, -0.63926], [-2.28008, -0.29647, -2.54300], [-0.96837, 1.31915, -1.00152], [0.98540, -0.99288, 1.46751], [2.07069, -0.71655, 0.09508], [0.66215, 1.61567, 2.65515], [-0.16824, 1.11781, 2.65898], [1.22728, 2.68707, 1.92590]]
}


Most stable of them? #B.


#A
{
  "formula": "C3H11N2O5PS2",
  "method": "ωB97M-V with the def2-TZVPD basis set",
  "homo_ev": -10.88,
  "multiplicity": 1,
  "total_charge": 0,
  "orbital_gap_ev": 11.2,
  "symbols": ["C", "C", "C", "N", "N", "O", "O", "O", "O", "O", "P", "S", "S", "H", "H", "H", "H", "H", "H", "H", "H", "H", "H", "H"],
  "positions_angstrom": [[0.67179, -2.24350, 1.39267], [-2.56205, -0.14352, -1.29105], [1.76816, 1.53871, -1.43362], [-1.42521, -0.40939, 1.05630], [1.15524, 0.35250, 1.07192], [0.11833, -1.07589, -1.01259], [-0.98589, 1.67001, -0.19361], [-3.13850, 1.27978, 0.89413], [3.30050, 1.47140, 0.70497], [2.70866, -0.73554, -0.41483], [0.11708, -0.79970, 0.45508], [-2.02286, 0.78413, 0.13894], [2.41212, 0.59182, -0.00685], [1.64140, -2.37769, 1.08946], [0.53628, -1.97767, 2.48408], [0.04486, -3.16988, 1.25190], [-2.99842, 0.78092, -1.73029], [-1.70052, -0.63683, -1.62929], [-3.33710, -0.78170, -0.94211], [0.93389, 0.96510, -1.92539], [1.15599, 2.46871, -1.12426], [2.65795, 1.77848, -2.07968], [-1.79365, -0.59524, 1.95918], [0.74195, 1.26500, 1.28498]]
}


#B
{
  "formula": "C3H11N2O5PS2",
  "method": "ωB97M-V with the def2-TZVPD basis set",
  "homo_ev": -10.32,
  "multiplicity": 1,
  "total_charge": 0,
  "orbital_gap_ev": 10.4,
  "symbols": ["C", "C", "C", "N", "N", "O", "O", "O", "O", "O", "P", "S", "S", "H", "H", "H", "H", "H", "H", "H", "H", "H", "H", "H"],
  "positions_angstrom": [[0.59200, -2.46254, 1.17748], [-2.99527, 0.41680, -1.38185], [2.21073, 1.39165, -1.25131], [-1.65247, -0.72735, 0.82549], [1.17266, 0.54295, 1.21953], [0.09098, -0.76143, -1.08292], [-1.12769, 1.73090, 0.16312], [-3.21237, 1.06828, 1.18178], [3.60804, 1.50635, 0.93711], [3.00807, -0.76104, 0.18810], [-0.02262, -0.93200, 0.38557], [-2.19383, 0.75399, 0.27610], [2.60373, 0.62376, 0.36070], [1.50540, -2.19018, 1.71920], [-0.13670, -2.99243, 1.74535], [0.81250, -3.15267, 0.36273], [-3.79926, -0.20666, -1.03785], [-3.30942, 1.14643, -2.06433], [-2.15175, -0.01056, -1.95411], [2.04172, 2.42738, -1.22036], [3.10635, 1.10750, -1.84413], [1.17186, 1.12840, -1.56144], [-1.92034, -1.10798, 1.72142], [0.59769, 1.46047, 1.13461]]
}


Most stable of them? #A.


#A
{
  "formula": "C12H10ClOP",
  "method": "ωB97M-V with the def2-TZVPD basis set",
  "homo_ev": [-7.87, -7.87],
  "multiplicity": 1,
  "total_charge": 0,
  "orbital_gap_ev": [7.7, 7.7],
  "symbols": ["C", "C", "C", "C", "C", "C", "C", "C", "C", "C", "C", "C", "O", "P", "Cl", "H", "H", "H", "H", "H", "H", "H", "H", "H", "H"],
  "positions_angstrom": [[-3.56145, -0.73121, 0.76469], [-3.76917, 0.56158, 0.35573], [-2.34056, -1.31715, 0.57497], [-2.79248, 1.35223, -0.20307], [-1.41454, -0.65039, -0.20355], [-1.76595, 0.58918, -0.76868], [-0.19328, -1.31354, -0.48062], [1.39271, 0.49404, -0.44268], [0.32187, -2.47358, -0.80599], [4.93362, 0.66117, 0.52714], [2.46504, 0.24231, 0.27636], [3.72765, 1.10639, 0.24178], [-0.85754, 1.18298, -1.63675], [0.48523, 1.86956, -1.02955], [-0.20313, 2.34552, 0.85158], [-4.47729, -1.18679, 1.17702], [-4.74747, 0.90408, 0.33403], [-1.97765, -2.33263, 0.82534], [-3.05185, 2.34354, -0.35073], [1.39324, -2.57752, -0.75734], [-0.23188, -3.36941, -0.98505], [5.70137, 1.26748, 0.10343], [5.17128, -0.29839, 1.03167], [2.30948, -0.73496, 0.74893], [3.48276, 2.06549, -0.14868]]
}


#B
{
  "formula": "C12H10ClOP",
  "method": "ωB97M-V with the def2-TZVPD basis set",
  "homo_ev": -8.34,
  "multiplicity": 1,
  "smiles": "C=CC1=C(C=C)P(Cl)Oc2ccccc21",
  "total_charge": 0,
  "orbital_gap_ev": 8.3,
  "symbols": ["C", "C", "C", "C", "C", "C", "C", "C", "C", "C", "C", "C", "O", "P", "Cl", "H", "H", "H", "H", "H", "H", "H", "H", "H", "H"],
  "positions_angstrom": [[-2.26146, -2.06828, -1.02521], [-3.25254, -2.18124, -0.07324], [-1.04427, -1.38979, -0.75364], [-3.17269, -1.56313, 1.09717], [-1.02149, -0.65726, 0.40605], [-2.00238, -0.77564, 1.37401], [0.09523, 0.21721, 0.58890], [0.35998, 0.83436, 1.72986], [2.25116, -0.04207, -0.62940], [1.42670, 2.90102, 0.81516], [1.03052, 0.40607, -0.60937], [1.38255, 1.92458, 1.76705], [-1.98097, -0.14196, 2.58876], [-0.55447, 0.42403, 3.24554], [0.16022, -1.46089, 3.36579], [-2.49942, -2.66828, -1.90585], [-4.04644, -2.80631, -0.27227], [-0.19890, -1.44037, -1.43889], [-3.76639, -1.71078, 1.99250], [2.81134, 0.04569, -1.64232], [2.77064, -0.73411, -0.09976], [2.20405, 3.63030, 0.88890], [0.95236, 2.74257, -0.06392], [0.49076, 0.97970, -1.40608], [1.70201, 1.89599, 2.79355]]
}


Most stable of them? #B.